No. 1
Formula: C3H10N2S
Source: the Open Molecules 2025 dataset
Level of theory: wB97M-V/def2-TZVPD

The geometry in XYZ format:
```
16
Properties=species:S:1:pos:R:3:forces:R:3:lowdin_charge:R:1
C 0.83468 1.85048 0.26434 -1.1 0.0 1.6 -0.12
C 2.10164 1.13586 0.60408 2.0 -0.3 -1.2 -0.48
S 3.58705 2.18910 0.90893 -1.0 -0.4 -0.3 1.14
H 0.58755 2.44976 1.15070 -0.1 0.5 -0.6 0.10
H 0.01277 1.13389 0.26877 0.2 -0.4 -0.2 0.09
H 0.77639 2.37738 -0.68286 0.5 0.2 0.1 0.10
H 2.48414 0.61007 -0.30075 0.0 0.0 0.1 0.12
H 2.16722 0.37035 1.36939 -0.6 0.1 0.4 0.09
N -2.54033 -1.45108 0.27803 0.3 -1.7 0.4 0.04
C -2.19480 -2.25034 -0.81849 1.6 1.6 -1.3 -0.39
N -1.24487 -3.09316 -0.71687 -1.3 -0.7 0.4 0.06
H -2.93752 -2.16036 0.89175 0.1 0.9 0.8 0.09
H -3.08651 -0.61824 0.19057 -0.6 -0.1 -0.5 0.07
H -2.54854 -1.93262 -1.81113 -0.6 -0.3 0.3 0.11
H -1.26374 -3.69289 -1.54194 0.5 0.3 -0.1 0.04
H 3.26488 3.08180 -0.05453 0.2 0.1 0.1 -0.03
```
Positions in Å, forces in eV/Å.

The multiplicity is 2. The net charge is +1. The calculation puts the LUMO energy (spin up / spin down) at -4.213 / -9.093 eV. The value obtained for the total energy is -627.6225 Eh. The molecular weight comes out at 106.19 g mol⁻¹. The largest force on an atom is 2.6 eV/A. The value obtained for the orbital gap (spin up / spin down) is 0.2790 / 0.0996 Eh. The calculation puts the energy relative to the best compared isomer or geometry (same formula, charge and spin) at 61.8 kcal per mole.

---

No. 2
Formula: C3H10N2S2
Source: the Open Molecules 2025 dataset
Level of theory: wB97M-V/def2-TZVPD

The geometry in XYZ format:
```
17
Properties=species:S:1:pos:R:3:forces:R:3:lowdin_charge:R:1
H -2.51502 0.54320 2.13250 0.0 -0.5 0.7 0.01
N -2.31663 1.11194 1.33789 -0.6 -0.4 -2.2 0.05
C -2.62937 0.44413 0.26488 0.5 0.3 2.1 -0.40
N -2.61920 1.01517 -0.97009 0.0 1.5 0.7 0.07
H -2.93600 -0.62492 0.30877 0.2 0.7 -0.3 0.12
H -2.28560 0.44398 -1.69586 0.3 -0.7 -1.1 0.05
H -2.26511 1.98523 -0.98630 -0.2 -1.0 0.1 0.11
C 1.35647 1.19684 -0.32631 -0.7 0.5 0.5 -0.50
S 1.17829 -0.09161 -1.61971 -0.4 -0.7 1.5 0.40
S 0.65862 -1.69571 -0.31231 1.4 0.5 -0.4 0.38
C 2.33265 -2.15026 0.40356 -0.9 0.2 0.0 -0.43
H 0.65023 0.97487 0.54215 1.2 0.2 -1.1 0.04
H 2.40982 1.38161 -0.06861 -0.4 -0.6 0.3 0.02
H 1.03760 2.16329 -0.72766 -0.2 -0.2 -0.2 0.02
H 2.89530 -1.25919 0.65154 0.0 0.3 -0.1 0.02
H 2.15699 -2.67123 1.35279 -0.1 -0.1 -0.3 0.03
H 2.89095 -2.76734 -0.28722 0.0 -0.1 -0.1 0.02
```
Positions in Å, forces in eV/Å.

The multiplicity is 1. The calculation puts the LUMO energy at 0.486 eV. The value obtained for the total energy is -1026.1710 Eh. The molecular weight comes out at 138.26 g mol⁻¹. The largest force on an atom is 2.3 eV/A. The SMILES is [H]/N=C/N.CSSC. The value obtained for the orbital gap is 0.3452 Eh. The calculation puts the energy relative to the best compared isomer or geometry (same formula, charge and spin) at 9.5 kcal per mole.

---

No. 3
Formula: C3H10N2Si
Source: the Open Molecules 2025 dataset
Level of theory: wB97M-V/def2-TZVPD

The geometry in XYZ format:
```
16
Properties=species:S:1:pos:R:3:forces:R:3:lowdin_charge:R:1
C 1.45517 0.98750 -0.35735 0.5 -0.5 -0.4 -0.39
C 1.68597 -0.49243 -0.03870 -0.1 -0.3 -0.1 -0.30
C -2.31411 0.44315 -0.07905 -0.3 0.4 0.0 -0.21
N 0.24780 1.51233 0.17027 -3.1 -2.0 -0.7 0.06
N -0.99819 0.02790 -0.38614 2.5 2.7 0.8 -0.21
Si -0.03455 -1.32606 -0.02397 1.0 0.4 -0.1 0.53
H 2.27726 1.58638 0.05995 -0.1 0.1 -0.1 0.12
H 1.42313 1.13891 -1.43817 0.1 0.1 0.1 0.10
H 2.35281 -0.93468 -0.77763 0.1 -0.1 0.0 0.06
H 2.17185 -0.60751 0.93082 0.0 0.0 0.1 0.06
H -2.40347 0.86344 0.92687 -0.2 -0.1 0.1 0.07
H -2.63854 1.19704 -0.80120 -0.2 0.0 0.1 0.07
H -2.97690 -0.42384 -0.15666 -0.1 0.0 0.0 0.08
H 0.19497 1.32932 1.17105 0.0 -0.1 0.1 0.06
H -0.20555 -2.27136 -1.12629 0.0 -0.4 -0.1 -0.05
H -0.20972 -2.01968 1.26752 -0.2 -0.1 0.2 -0.06
```
Positions in Å, forces in eV/Å.

The multiplicity is 1. The calculation puts the LUMO energy (spin up / spin down) at 0.270 / 0.270 eV. The value obtained for the total energy is -519.2068 Eh. The molecular weight comes out at 102.21 g mol⁻¹. The largest force on an atom is 3.8 eV/A. The value obtained for the orbital gap (spin up / spin down) is 0.3420 / 0.3420 Eh. The calculation puts the energy relative to the best compared isomer or geometry (same formula, charge and spin) at 77.0 kcal per mole.

---

No. 4
Formula: C3H10N3
Source: the Open Molecules 2025 dataset
Level of theory: wB97M-V/def2-TZVPD

The geometry in XYZ format:
```
16
Properties=species:S:1:pos:R:3:forces:R:3:lowdin_charge:R:1
C -1.27145 1.29443 0.57288 0.5 2.0 -1.3 0.03
C -2.26907 0.40146 1.11920 -0.8 -2.0 0.1 0.10
C 2.03246 0.08709 -0.85069 2.0 2.4 1.7 -0.16
N -1.65569 -0.07572 0.13106 0.5 -1.9 -0.1 -0.07
N -1.40227 -1.14058 -0.64080 -0.6 1.7 -0.1 0.20
N 1.33724 -0.42964 0.35896 0.4 2.6 -0.5 -0.06
H -1.46971 1.99899 -0.28875 -0.1 -0.4 1.6 0.15
H -0.42484 1.52413 1.22359 0.3 -0.4 -0.6 0.11
H -2.76103 -0.12538 1.94590 -0.2 0.9 -0.3 0.17
H 1.75095 1.15093 -1.08587 -0.4 -1.2 0.2 0.09
H 3.18500 0.17538 -0.88056 -1.6 -0.6 0.7 0.11
H 1.77791 -0.57353 -1.56264 -0.8 -1.8 -3.3 0.01
H -1.53177 -2.09655 -0.43758 -0.8 -0.8 1.6 0.13
H -0.64783 -1.05133 -1.25785 1.1 0.9 -0.8 0.09
H 1.63981 -1.33435 0.60111 0.7 -1.3 0.2 0.05
H 1.71030 0.19469 1.05203 -0.2 -0.1 1.1 0.06
```
Positions in Å, forces in eV/Å.

The multiplicity is 1. The net charge is +1. The calculation puts the LUMO energy at -4.345 eV. The value obtained for the total energy is -284.1468 Eh. The molecular weight comes out at 88.13 g mol⁻¹. The largest force on an atom is 3.8 eV/A. The value obtained for the orbital gap is 0.3381 Eh. The calculation puts the energy relative to the best compared isomer or geometry (same formula, charge and spin) at 143.8 kcal per mole.

---

No. 5
Formula: C3H10N3
Source: the Open Molecules 2025 dataset
Level of theory: wB97M-V/def2-TZVPD

The geometry in XYZ format:
```
16
Properties=species:S:1:pos:R:3:forces:R:3:lowdin_charge:R:1
C 1.78204 -0.80716 0.06398 0.2 -1.4 0.6 0.03
C 1.13963 0.54490 0.23116 1.6 -2.2 -0.2 -0.31
C -1.74076 -0.62015 -0.68570 2.9 1.4 -1.1 -0.13
N 1.27863 0.07787 -0.93706 -0.6 -0.4 2.0 0.18
N 0.95783 1.60790 0.90891 1.8 0.3 2.2 0.24
N -1.31480 0.10009 0.58426 -0.1 -3.2 0.0 -0.06
H 2.88088 -0.95527 0.09546 -0.8 0.4 0.3 0.13
H 1.19173 -1.75719 0.16671 0.5 1.1 0.4 0.13
H -1.28727 -0.09734 -1.60918 -0.4 -0.5 1.4 0.08
H -1.36998 -1.65890 -0.80111 -0.8 0.5 0.6 0.09
H -2.75076 -0.40890 -0.78116 -2.1 -0.8 -0.5 0.04
H 1.36414 0.12132 -1.87373 -0.1 0.8 -3.7 0.13
H 0.19283 2.12293 0.62638 -1.6 1.9 -0.5 0.11
H 1.24760 1.63438 1.89481 -0.5 -0.1 -0.7 0.17
H -1.49349 -0.60601 1.34775 0.6 0.8 -0.8 0.11
H -2.07825 0.70156 0.76853 -0.7 1.3 0.2 0.06
```
Positions in Å, forces in eV/Å.

The multiplicity is 1. The net charge is +1. The calculation puts the LUMO energy at -3.158 eV. The value obtained for the total energy is -284.2197 Eh. The molecular weight comes out at 88.13 g mol⁻¹. The largest force on an atom is 3.8 eV/A. The value obtained for the orbital gap is 0.3997 Eh. The calculation puts the energy relative to the best compared isomer or geometry (same formula, charge and spin) at 98.0 kcal per mole.

---

No. 6
Formula: C3H10N3
Source: the Open Molecules 2025 dataset
Level of theory: wB97M-V/def2-TZVPD

The geometry in XYZ format:
```
16
Properties=species:S:1:pos:R:3:forces:R:3:lowdin_charge:R:1
C -0.15498 1.30566 2.40380 1.6 -1.7 0.7 -0.02
C -0.67832 -0.87091 -1.71628 0.4 -0.3 -0.2 -0.17
C 0.69355 -0.14486 -1.82637 -0.9 -1.4 -0.2 -0.02
N -1.09641 -0.89547 -0.31744 0.7 -1.3 -3.7 0.01
N 0.37239 0.34213 1.73661 0.3 0.1 1.9 -0.03
N 1.11245 0.30630 -0.72526 0.0 1.1 -0.1 0.17
H 0.15078 1.32566 3.44965 -0.6 0.7 0.1 0.08
H -0.45331 -1.90013 -2.11958 -0.5 0.8 0.5 0.14
H -1.42096 -0.40567 -2.47327 1.1 -0.6 1.5 0.16
H 1.32993 -0.22975 -2.70585 -0.3 0.7 -0.2 0.15
H -0.82734 2.05517 2.00580 0.0 -0.1 -0.3 0.08
H 1.00211 -0.26657 2.36319 -1.2 1.3 -1.0 0.12
H 0.50110 0.11104 0.12134 0.1 0.5 0.2 0.03
H 1.82805 1.00974 -0.57339 0.6 -0.6 -0.4 0.16
H -1.62505 -0.19868 0.05784 -1.7 2.0 0.8 0.05
H -0.73396 -1.54366 0.31922 0.4 -1.1 0.5 0.08
```
Positions in Å, forces in eV/Å.

The multiplicity is 1. The net charge is +1. The calculation puts the LUMO energy at -4.037 eV. The value obtained for the total energy is -284.2620 Eh. The molecular weight comes out at 88.13 g mol⁻¹. The largest force on an atom is 4.0 eV/A. The value obtained for the orbital gap is 0.3495 Eh. The calculation puts the energy relative to the best compared isomer or geometry (same formula, charge and spin) at 71.5 kcal per mole.

---

No. 7
Formula: C3H10N3O
Source: the Open Molecules 2025 dataset
Level of theory: wB97M-V/def2-TZVPD

The geometry in XYZ format:
```
17
Properties=species:S:1:pos:R:3:forces:R:3:lowdin_charge:R:1
C 1.34736 -0.86034 -0.01398 -1.2 0.7 -2.2 -0.35
C 1.11520 0.69292 -0.02814 0.6 0.0 1.6 -0.24
C 0.12992 -1.62960 -0.41150 0.6 -1.2 0.6 0.00
N -2.58446 -0.01175 0.27077 0.9 1.0 1.2 0.01
N 2.22858 1.39713 0.10610 -2.2 0.2 -0.5 0.24
N -0.08534 1.22722 0.00014 0.4 -2.0 -0.5 0.21
O 2.45739 -1.25627 0.06056 1.1 -0.2 0.7 0.18
H -0.39287 -1.70583 0.55805 -0.3 -0.6 -0.5 0.10
H 0.38833 -2.63667 -0.86542 -0.3 1.3 0.8 0.14
H -0.46694 -1.02735 -1.08067 -0.2 -0.1 -0.2 0.07
H -3.03750 0.73038 0.86065 -0.1 -1.3 -1.4 0.08
H -3.12728 -0.50109 -0.45119 0.0 0.4 1.1 0.07
H 2.16174 2.40026 0.14931 0.5 0.1 0.0 0.15
H 3.08811 0.91282 0.12045 1.1 -0.5 0.0 0.12
H -2.08765 -0.60748 0.94869 -1.0 -0.1 -0.7 0.04
H -0.12003 2.18785 -0.16362 -0.4 1.9 0.0 0.11
H -1.01454 0.68782 -0.06020 0.4 0.4 0.0 0.07
```
Positions in Å, forces in eV/Å.

The multiplicity is 1. The net charge is +1. The calculation puts the LUMO energy at -4.601 eV. The value obtained for the total energy is -359.5842 Eh. The molecular weight comes out at 104.13 g mol⁻¹. The largest force on an atom is 2.6 eV/A. The value obtained for the orbital gap is 0.3750 Eh. The calculation puts the energy relative to the best compared isomer or geometry (same formula, charge and spin) at 35.0 kcal per mole.

---

The highest energy relative to the best compared isomer or geometry (same formula, charge and spin) belongs to which entry? number 4